a) A single C6H9N3O2S molecule. Source: the Open Molecules 2025 dataset; level of theory: wB97M-V/def2-TZVPD.

The geometry in ORCA input format:
```
! wB97M-V def2-TZVPD RIJCOSX def2/J DEFGRID3
* xyz 0 1
C 0.7527 -0.0587 0.5188
C 1.0888 0.2800 1.9334
C -0.0965 0.9636 2.6217
C -1.3198 1.1752 2.0238
C -1.6520 0.6386 0.8253
C -0.5624 0.1384 0.1387
H 3.0636 0.2547 -1.5989
H 1.6248 1.0237 -1.8931
H 2.3090 -1.0698 -0.0823
H 2.0266 -0.0483 2.5943
H 0.0077 0.9809 3.7427
H -2.2035 1.8068 2.5216
H -2.7355 0.6931 0.6087
H -1.5308 -2.5254 -2.4183
H 0.4004 -2.1238 -2.3393
N 2.1879 0.6821 -1.0631
N 1.5755 -0.6129 -0.5353
N -0.6807 -2.0051 -1.9833
O -2.5910 -0.1688 -1.4988
O -0.5146 0.3375 -2.5833
S -1.1501 -0.3619 -1.5332
*
```

As for the LUMO energy: 0.417 eV. The value obtained for the molecular weight is 187.22 g/mol. The value obtained for the HOMO energy is -9.5 eV. The calculation puts the HOMO-LUMO gap at 9.873 eV.

Here are the natural (NBO) charges for atoms 1 to 5, given in e:
1 C 0.1560
2 C -0.2311
3 C -0.1936
4 C -0.2236
5 C -0.1815

b) A single C6H9N3O2S molecule. Source: the Open Molecules 2025 dataset; level of theory: wB97M-V/def2-TZVPD.

The geometry in ORCA input format:
```
! wB97M-V def2-TZVPD RIJCOSX def2/J DEFGRID3
* xyz 0 1
C -0.6083 -2.4443 2.1439
C -1.2611 -1.7771 1.3832
C 0.6416 1.4984 -0.9634
C 0.0847 0.9680 0.4322
C 1.8217 -1.1175 0.1467
C -1.6463 -0.9255 0.2824
N 0.1962 2.3104 0.1141
N -1.2491 0.5081 0.5654
N -0.3949 1.5303 -2.0371
O 0.0314 1.2768 -3.1392
O -1.5458 1.8050 -1.7216
S 1.3992 0.1659 1.3248
H 0.1425 -3.0873 2.5728
H 1.6960 1.3504 -1.2509
H 2.5211 -1.6493 0.6288
H 2.2482 -0.6731 -0.7107
H 0.9546 -1.7205 -0.2573
H -2.6925 -0.9136 0.1826
H -1.1344 -1.2887 -0.6209
H 0.6825 3.0243 0.6618
H -1.8873 1.1591 0.2621
*
```

As for the LUMO energy: 0.274 eV. The value obtained for the molecular weight is 187.22 g/mol. The value obtained for the HOMO energy is -9.1 eV. The calculation puts the HOMO-LUMO gap at 9.352 eV.

Here are the natural (NBO) charges for atoms 1 to 5, given in e:
1 C -0.2313
2 C -0.0055
3 C -0.0549
4 C 0.1582
5 C -0.7186

c) A single C6H9N3O2S molecule. Source: the Open Molecules 2025 dataset; level of theory: wB97M-V/def2-TZVPD.

The geometry in ORCA input format:
```
! wB97M-V def2-TZVPD RIJCOSX def2/J DEFGRID3
* xyz 0 1
C -2.9124 0.1466 0.6572
C -1.7485 -1.3751 -0.9202
C 1.2187 1.5331 -0.6353
C 0.6396 -0.4737 0.4565
C -1.7918 -0.8345 0.5341
C -1.0246 1.0526 -0.1324
N -0.1315 2.0731 -0.3713
N -0.7358 0.0468 0.7078
N 1.5490 0.6266 0.5203
O -2.3516 1.3563 0.3268
O -4.0899 -0.0241 0.7894
S -1.6212 0.0924 -1.9245
H -0.8175 -1.8301 -1.0791
H -2.6306 -2.0473 -1.0842
H 1.3354 1.1505 -1.6167
H 1.8812 2.4471 -0.4832
H 0.7434 -1.2203 1.1859
H 0.9088 -0.9128 -0.4823
H -1.7085 -1.6965 1.1936
H -0.4969 2.6743 -1.0959
H 1.5283 1.2392 1.2851
*
```

As for the LUMO energy: 0.644 eV. The value obtained for the molecular weight is 187.22 g/mol. The value obtained for the HOMO energy is -8.6 eV. The calculation puts the HOMO-LUMO gap at 9.283 eV.

Here are the natural (NBO) charges for atoms 1 to 5, given in e:
1 C 0.7902
2 C -0.5484
3 C -0.0654
4 C -0.0721
5 C -0.1778

Which of them is the most stable? Correct choice: c).

a) 2 unconnected molecules or ions with the total composition H2NO2P. Source: the Open Molecules 2025 dataset; level of theory: wB97M-V/def2-TZVPD.

The geometry in ORCA input format:
```
! wB97M-V def2-TZVPD RIJCOSX def2/J DEFGRID3
* xyz 0 1
N 2.0518 -0.0167 2.4539
O 0.3770 1.2286 1.3068
O 2.9875 0.4333 1.9209
P 0.1429 0.8856 -0.1346
H 1.6767 0.5034 -0.5746
H -0.4035 -0.4380 -0.2891
*
```

As for the LUMO energy (spin up / spin down): 0.274 / -2.141 eV. The value obtained for the molecular weight is 78.99 g/mol. The value obtained for the HOMO energy (spin up / spin down) is -9.6 / -8.5 eV. The calculation puts the HOMO-LUMO gap (spin up / spin down) at 9.918 / 6.332 eV.

Here are the natural (NBO) charges for atoms 1 to 5, given in e:
1 N 0.2563
2 O -0.8944
3 O -0.1992
4 P 0.9813
5 H -0.0675

b) 2 unconnected molecules or ions with the total composition H2NO2P. Source: the Open Molecules 2025 dataset; level of theory: wB97M-V/def2-TZVPD.

The geometry in ORCA input format:
```
! wB97M-V def2-TZVPD RIJCOSX def2/J DEFGRID3
* xyz 0 1
N -3.7751 1.5351 0.3800
O -0.4039 -1.1172 0.4289
O -3.9022 0.4528 -0.0516
P -4.2133 -0.9037 -0.6563
H 0.3815 -1.1732 -0.0509
H -1.1699 -0.9405 -0.1057
*
```

As for the LUMO energy (spin up / spin down): -1.057 / -1.082 eV. The value obtained for the molecular weight is 78.99 g/mol. The value obtained for the HOMO energy (spin up / spin down) is -8.7 / -8.7 eV. The calculation puts the HOMO-LUMO gap (spin up / spin down) at 7.677 / 7.620 eV.

Here are the natural (NBO) charges for atoms 1 to 5, given in e:
1 N 0.0076
2 O -0.9473
3 O -0.4014
4 P 0.3983
5 H 0.4722

Which of them is the most stable? Correct choice: a).

a) 2 unconnected molecules or ions with the total composition C4H14N. Source: the Open Molecules 2025 dataset; level of theory: wB97M-V/def2-TZVPD.

The geometry in ORCA input format:
```
! wB97M-V def2-TZVPD RIJCOSX def2/J DEFGRID3
* xyz 2 2
C 1.8763 -2.9093 2.2479
C 0.6788 -2.6836 3.4974
H 2.7174 -3.4293 2.6789
H 1.2590 -3.5124 1.5752
H 2.1089 -1.8928 1.9133
H 0.8153 -3.7068 3.8865
H -0.3268 -2.5244 3.1519
H 1.0417 -1.8528 4.1062
C -1.3013 2.0368 -3.3427
N -1.3588 2.3918 -1.8866
C -0.2233 1.8042 -1.0603
H -0.2582 2.1605 -3.6277
H -2.0800 2.5764 -3.8650
H -1.4932 0.9704 -3.4667
H -1.3731 3.4096 -1.7574
H -2.2243 2.1948 -1.3804
H 0.2290 0.9950 -1.6204
H 0.5339 2.5661 -0.9089
H -0.6215 1.4059 -0.1412
*
```

As for the LUMO energy (spin up / spin down): -6.050 / -13.107 eV. The value obtained for the molecular weight is 76.16 g/mol. The value obtained for the HOMO energy (spin up / spin down) is -20.7 / -20.7 eV. The calculation puts the HOMO-LUMO gap (spin up / spin down) at 14.606 / 7.548 eV.

Here are the natural (NBO) charges for atoms 1 to 5, given in e:
1 C -0.3251
2 C -0.3144
3 H 0.2589
4 H 0.2803
5 H 0.2693

b) 2 unconnected molecules or ions with the total composition C4H14N. Source: the Open Molecules 2025 dataset; level of theory: wB97M-V/def2-TZVPD.

The geometry in ORCA input format:
```
! wB97M-V def2-TZVPD RIJCOSX def2/J DEFGRID3
* xyz 2 2
C 2.6341 0.4422 1.3974
C 2.5351 -1.1044 1.2962
H 1.9598 1.0749 0.8320
H 2.7048 0.8338 2.4286
H 3.7522 0.4522 1.0862
H 3.3749 -1.6285 1.7376
H 2.3929 -1.3310 0.2439
H 1.5956 -1.3626 1.8557
C -1.3912 0.6321 -0.9410
C -2.2702 0.1494 0.1834
N -1.9801 0.0452 -2.2213
H -1.2317 1.7093 -1.0110
H -0.3566 0.2833 -0.8678
H -1.9751 -0.8182 0.5933
H -3.3613 0.2247 0.1835
H -1.6398 0.3885 -3.1298
H -1.6608 -0.9248 -2.3021
H -2.9958 0.0281 -2.3263
H -2.0870 0.9058 0.9616
*
```

As for the LUMO energy (spin up / spin down): -6.725 / -14.207 eV. The value obtained for the molecular weight is 76.16 g/mol. The value obtained for the HOMO energy (spin up / spin down) is -20.2 / -20.2 eV. The calculation puts the HOMO-LUMO gap (spin up / spin down) at 13.479 / 5.997 eV.

Here are the natural (NBO) charges for atoms 1 to 5, given in e:
1 C -0.4369
2 C -0.5285
3 H 0.2555
4 H 0.2961
5 H 0.4611

Which of them is the most stable? Correct choice: a).

a) A molecular structure, C3H8ClN2. Source: the Open Molecules 2025 dataset; level of theory: wB97M-V/def2-TZVPD.

The geometry in ORCA input format:
```
! wB97M-V def2-TZVPD RIJCOSX def2/J DEFGRID3
* xyz 1 1
C -0.1112 -0.8118 -1.7538
C 0.6037 0.5111 1.9399
C 0.1029 0.7386 0.5687
N 0.9078 -0.0879 -0.3095
N -1.3851 -1.0367 -1.5805
Cl 0.7684 -1.1245 -3.0587
H 1.6005 0.8599 2.2521
H -0.0720 0.9911 2.8030
H 0.4951 -0.5377 2.2777
H -0.8981 0.4725 0.4681
H 0.3091 1.8064 0.2879
H 1.5700 0.4174 -0.8856
H -1.8835 -0.7169 -0.7398
H -2.0077 -1.4816 -2.2697
*
```

As for the LUMO energy: -4.997 eV. The value obtained for the molecular weight is 107.56 g/mol. The value obtained for the HOMO energy is -14.6 eV. The calculation puts the HOMO-LUMO gap at 9.643 eV.

Here are the natural (NBO) charges for atoms 1 to 5, given in e:
1 C 0.3961
2 C -0.6433
3 C -0.2646
4 N -0.4670
5 N -0.6948

b) 2 unconnected molecules or ions with the total composition C3H8ClN2. Source: the Open Molecules 2025 dataset; level of theory: wB97M-V/def2-TZVPD.

The geometry in ORCA input format:
```
! wB97M-V def2-TZVPD RIJCOSX def2/J DEFGRID3
* xyz 1 1
C -1.9000 0.6152 -0.1356
C 0.0952 1.8603 0.0261
C 1.2899 -2.2396 -0.2555
N -0.6524 0.6394 0.0444
N 1.0685 -1.3947 0.6399
Cl -2.7836 -0.7933 -0.0325
H 0.6209 1.8377 -0.8971
H -0.5310 2.6764 -0.0878
H 0.5253 1.7769 1.0314
H 0.5528 -2.4144 -1.0878
H 2.3552 -2.7544 -0.3124
H -2.3630 1.4842 -0.3840
H 0.0442 -0.2973 0.1331
H 1.6782 -0.9964 1.3179
*
```

As for the LUMO energy: -4.144 eV. The value obtained for the molecular weight is 107.56 g/mol. The value obtained for the HOMO energy is -14.6 eV. The calculation puts the HOMO-LUMO gap at 10.493 eV.

Here are the natural (NBO) charges for atoms 1 to 5, given in e:
1 C 0.1758
2 C -0.4236
3 C 0.0540
4 N -0.4317
5 N -0.6848

Which of them is the most stable? Correct choice: b).

a) A single C3H9N3O molecule. Source: the Open Molecules 2025 dataset; level of theory: wB97M-V/def2-TZVPD.

The geometry in ORCA input format:
```
! wB97M-V def2-TZVPD RIJCOSX def2/J DEFGRID3
* xyz 0 1
C -0.3815 1.8369 0.4227
C -1.4870 -1.0837 0.0383
N -0.4372 -0.4016 -0.6944
C 0.7654 0.0080 0.0334
N 1.3824 -1.1185 0.6333
O 1.6687 0.4692 -0.9218
N 0.3500 0.9399 1.0301
H 1.4617 0.4702 -1.8644
H -0.6673 0.0644 -1.5607
H 2.2394 -1.3091 0.1303
H 1.6532 -0.8126 1.5616
H -0.2238 2.2166 -0.5995
H -0.9763 2.5311 1.0333
H -2.3343 -0.4088 0.1932
H -1.7944 -1.9944 -0.4826
H -1.2191 -1.4074 1.0471
*
```

As for the LUMO energy: 0.609 eV. The value obtained for the molecular weight is 103.12 g/mol. The value obtained for the HOMO energy is -8.4 eV. The calculation puts the HOMO-LUMO gap at 8.990 eV.

Here are the natural (NBO) charges for atoms 1 to 5, given in e:
1 C -0.0029
2 C -0.4207
3 N -0.7013
4 C 0.6226
5 N -0.8328

b) A single C3H9N3O molecule. Source: the Open Molecules 2025 dataset; level of theory: wB97M-V/def2-TZVPD.

The geometry in ORCA input format:
```
! wB97M-V def2-TZVPD RIJCOSX def2/J DEFGRID3
* xyz 0 1
C 0.9282 0.7177 0.0868
C 2.4720 0.3989 -0.0366
N -1.2404 -0.3047 0.0928
C 0.1536 -0.5311 -0.1467
N -2.1508 -1.3858 0.0589
N -1.8044 0.9667 0.0463
O 0.5485 -1.6439 -0.3935
H -1.9169 -2.0420 0.8023
H -2.0558 -1.8926 -0.8214
H -2.3990 1.0606 -0.7782
H -2.3937 1.1127 0.8667
H 0.7162 1.1111 1.0806
H 0.6480 1.4588 -0.6615
H 2.7607 -0.3357 0.7107
H 3.0407 1.3127 0.1147
H 2.6930 -0.0033 -1.0218
*
```

As for the LUMO energy: 0.891 eV. The value obtained for the molecular weight is 103.12 g/mol. The value obtained for the HOMO energy is -9.5 eV. The calculation puts the HOMO-LUMO gap at 10.435 eV.

Here are the natural (NBO) charges for atoms 1 to 5, given in e:
1 C -0.5024
2 C -0.6000
3 N -0.1849
4 C 0.6728
5 N -0.6674

Which of them is the most stable? Correct choice: b).

a) A single C3H9N3O molecule. Source: the Open Molecules 2025 dataset; level of theory: wB97M-V/def2-TZVPD.

The geometry in ORCA input format:
```
! wB97M-V def2-TZVPD RIJCOSX def2/J DEFGRID3
* xyz 0 1
C -0.2330 1.3190 -0.3252
C -1.2434 0.3990 0.3201
C 1.6533 -0.3100 -0.0345
N 1.0582 0.8244 -0.6944
N 2.4520 -1.0565 -0.8188
N -1.4746 -0.7706 -0.6223
O 2.0219 0.9777 0.4265
H -0.6182 1.5728 -1.3479
H -0.1830 2.2723 0.2451
H -0.8631 0.1790 1.4400
H -2.1146 1.0543 0.4114
H 1.1680 -0.7756 0.7799
H 2.6463 -0.5030 -1.6255
H 3.0575 -1.7877 -0.5368
H -2.4947 -0.8855 -0.6310
H -1.0031 -1.6196 -0.2476
*
```

As for the LUMO energy: 0.979 eV. The value obtained for the molecular weight is 103.12 g/mol. The value obtained for the HOMO energy is -9.0 eV. The calculation puts the HOMO-LUMO gap at 9.989 eV.

Here are the natural (NBO) charges for atoms 1 to 5, given in e:
1 C -0.2604
2 C -0.2486
3 C 0.3338
4 N -0.1782
5 N -0.8475

b) 2 unconnected molecules or ions with the total composition C3H9N3O. Source: the Open Molecules 2025 dataset; level of theory: wB97M-V/def2-TZVPD.

The geometry in ORCA input format:
```
! wB97M-V def2-TZVPD RIJCOSX def2/J DEFGRID3
* xyz 0 1
C 1.3222 -1.1830 0.6156
C 1.0478 -0.6194 -0.5819
C 0.7613 0.7653 -0.7400
N -1.8275 -0.1409 -0.9273
N -1.0634 0.0898 1.2172
N -1.1537 0.6438 -0.0135
O 1.3033 1.6320 0.1783
H 1.4201 -2.2522 0.7297
H 1.6408 -0.5780 1.4487
H 0.7988 -1.2445 -1.4283
H 0.5754 1.1573 -1.7275
H -2.0382 -1.0761 -0.5869
H -2.6705 0.3347 -1.2288
H -0.5227 -0.8097 1.2304
H -0.5898 0.7572 1.8231
H 0.9960 2.5237 -0.0088
*
```

As for the LUMO energy: 0.887 eV. The value obtained for the molecular weight is 103.12 g/mol. The value obtained for the HOMO energy is -7.3 eV. The calculation puts the HOMO-LUMO gap at 8.191 eV.

Here are the natural (NBO) charges for atoms 1 to 5, given in e:
1 C -0.4785
2 C -0.2711
3 C 0.1691
4 N -0.6851
5 N -0.6263

c) A molecular structure, C3H9N3O. Source: the Open Molecules 2025 dataset; level of theory: wB97M-V/def2-TZVPD.

The geometry in ORCA input format:
```
! wB97M-V def2-TZVPD RIJCOSX def2/J DEFGRID3
* xyz 0 1
C -1.2095 1.0014 -1.4013
C 0.0032 0.4336 -0.7074
N -0.0489 0.4495 1.1700
N 1.2250 0.6753 -0.9811
H 0.8356 0.8714 1.4407
H -0.9260 0.8345 1.5047
H 1.3417 1.2247 -1.8252
H -1.0905 2.0740 -1.5630
H -1.3008 0.5176 -2.3742
H -2.1250 0.7904 -0.8509
N 1.2798 -1.5211 1.3251
C -0.0325 -1.0343 1.0110
O -0.4109 -1.0886 -0.3322
H 1.2932 -2.5331 1.2937
H 1.9384 -1.1817 0.6284
H -0.7729 -1.5138 1.6616
*
```

As for the LUMO energy: 0.866 eV. The value obtained for the molecular weight is 103.12 g/mol. The value obtained for the HOMO energy is -8.6 eV. The calculation puts the HOMO-LUMO gap at 9.495 eV.

Here are the natural (NBO) charges for atoms 1 to 5, given in e:
1 C -0.6972
2 C 0.6135
3 N -0.7354
4 N -0.8749
5 H 0.4234

d) A single C3H9N3O molecule. Source: the Open Molecules 2025 dataset; level of theory: wB97M-V/def2-TZVPD.

The geometry in ORCA input format:
```
! wB97M-V def2-TZVPD RIJCOSX def2/J DEFGRID3
* xyz 0 1
C 1.8688 0.8795 0.5109
N 0.8594 -0.0903 0.1365
C -1.4790 0.0758 -0.0311
N 1.4460 -1.0577 -0.7311
N -1.6624 -1.0756 0.7204
C -0.3320 0.5777 -0.4530
O -2.6632 0.6890 -0.5116
H -3.3809 0.0458 -0.4659
H 1.6131 -0.6696 -1.6651
H 0.7973 -1.8331 -0.8252
H -0.7968 -1.3384 1.1763
H -2.4347 -1.0168 1.3729
H -0.2186 1.4461 -1.0865
H 2.2143 1.4826 -0.3418
H 1.4491 1.5414 1.2659
H 2.7197 0.3436 0.9283
*
```

As for the LUMO energy: 0.788 eV. The value obtained for the molecular weight is 103.12 g/mol. The value obtained for the HOMO energy is -8.2 eV. The calculation puts the HOMO-LUMO gap at 9.005 eV.

Here are the natural (NBO) charges for atoms 1 to 5, given in e:
1 C -0.4119
2 N -0.3113
3 C 0.4686
4 N -0.6676
5 N -0.8480

Which of them is the most stable? Correct choice: d).